The following is a DFT calculation (ωB97M-V with the def2-TZVPD basis set) of a cluster of 12 separate species, C48H118N2O12 in total in a non-equilibrium geometry.

## Properties
DFT total energy, Eh: -2911.8928
Energy above the lowest of the compared OMol25 structures with the same formula, charge and spin, kcal per mole: 51.5
LUMO energy, eV: 0.540
SMILES string: CC1(C)CCCC(C)(C)N1O.CC1(C)CCCC(C)(C)N1O.CC(C)O.CC(C)O.CC(C)O.CC(C)O.CC(C)O.CC(C)O.CC(C)O.CC(C)O.CC(C)O.CC(C)O
HOMO energy, hartree: -0.315
Molar mass, g mol⁻¹: 915.47
Spin multiplicity: 1

Element x y z (Å)
1 C 11.49274 14.90193 11.88604
2 C 12.05009 16.36971 12.05835
3 C 11.72675 16.88582 13.48264
4 C 13.56242 16.44630 11.85846
5 C 13.90240 16.55214 10.37514
6 C 13.14201 17.68474 9.63352
7 C 11.62182 17.50922 9.73311
8 C 10.94866 18.74585 9.15419
9 C 11.06999 16.35851 8.89543
10 N 11.32452 17.40300 11.16769
11 O 9.90149 17.32459 11.45063
12 H 11.91360 14.31854 12.72093
13 H 10.42781 14.83532 11.97012
14 H 11.84999 14.37734 11.01442
15 H 12.20318 17.81094 13.59196
16 H 10.69757 17.08690 13.71304
17 H 12.16104 16.15688 14.16720
18 H 13.73475 17.41852 12.36212
19 H 14.13099 15.65824 12.31562
20 H 14.98965 16.78957 10.26053
21 H 13.70231 15.61300 9.84729
22 H 13.58184 17.65878 8.62642
23 H 13.52684 18.62725 10.16262
24 H 11.14985 19.51197 9.91395
25 H 9.89550 18.71519 8.99282
26 H 11.40180 18.90295 8.14832
27 H 10.03311 16.17022 9.08074
28 H 11.51918 15.40392 8.97992
29 H 11.10896 16.61745 7.80174
30 H 9.55940 16.59021 10.94254
31 C 16.32373 8.05798 11.39840
32 C 15.78095 9.39579 11.94408
33 C 14.24670 9.32216 11.85374
34 C 16.21450 9.56965 13.36122
35 C 15.99738 11.02806 13.93246
36 C 16.93137 11.91850 13.09955
37 C 16.45879 11.87452 11.63209
38 C 15.13013 12.59958 11.43438
39 C 17.54707 12.53056 10.79648
40 N 16.49494 10.46467 11.16112
41 O 15.97447 10.38875 9.86699
42 H 17.40639 8.07549 11.45306
43 H 16.07378 7.21520 12.01337
44 H 16.06895 7.92255 10.35854
45 H 13.72422 10.20720 12.27672
46 H 13.88679 9.12417 10.82793
47 H 14.01648 8.40147 12.43429
48 H 15.62250 8.98544 14.02875
49 H 17.24581 9.24454 13.43705
50 H 14.94520 11.33682 13.85719
51 H 16.22150 11.07336 15.01546
52 H 17.97327 11.48667 13.15596
53 H 16.94205 12.98819 13.44139
54 H 15.17047 13.65994 11.64806
55 H 14.41041 12.27835 12.20679
56 H 14.59574 12.52433 10.49492
57 H 17.11139 12.59097 9.78784
58 H 18.45340 11.88578 10.94858
59 H 17.66876 13.55076 11.18012
60 H 16.66403 9.99655 9.31178
61 C 9.49288 18.09309 19.75906
62 C 10.03647 17.50932 18.49045
63 C 10.35985 18.54357 17.44262
64 O 11.23681 16.70456 18.77991
65 H 9.33268 17.24839 20.38664
66 H 8.53305 18.58392 19.58638
67 H 10.09780 18.85603 20.22353
68 H 9.29964 16.80725 18.11543
69 H 10.49929 18.11500 16.40755
70 H 11.36065 18.90145 17.66369
71 H 9.67126 19.32079 17.39747
72 H 12.03110 17.19453 18.93274
73 C 11.66927 11.76784 19.52912
74 C 11.27753 13.26660 19.54386
75 C 11.65652 13.88400 20.87003
76 O 12.03154 13.88618 18.35907
77 H 12.70395 11.74448 19.82410
78 H 11.61636 11.28372 18.54418
79 H 11.00209 11.22614 20.19760
80 H 10.25834 13.50492 19.23156
81 H 11.07424 13.41011 21.65915
82 H 11.54273 14.96588 20.79548
83 H 12.67807 13.59648 21.13345
84 H 11.58603 14.77142 18.40510
85 C 17.03661 19.79436 11.72036
86 C 16.53236 18.97580 12.86321
87 C 17.22773 17.65764 13.00815
88 O 16.69778 19.69469 14.11129
89 H 16.47704 20.72809 11.59915
90 H 16.92907 19.20991 10.79204
91 H 18.08074 20.02858 11.88072
92 H 15.49453 18.70491 12.68902
93 H 16.91821 17.18468 13.96135
94 H 18.34863 17.61811 13.00276
95 H 16.92296 16.90460 12.27459
96 H 16.27634 20.54312 13.90874
97 C 9.29057 11.92712 15.86164
98 C 9.95325 13.25798 15.35607
99 C 9.31566 14.43922 16.10025
100 O 11.40343 13.26778 15.53234
101 H 9.36732 11.92783 16.92198
102 H 9.78263 11.04514 15.45885
103 H 8.27414 11.84119 15.47480
104 H 9.70660 13.33841 14.27746
105 H 9.71261 15.34959 15.60978
106 H 9.53398 14.41149 17.16223
107 H 8.23919 14.32380 15.88586
108 H 11.54778 13.48383 16.49821
109 C 18.83899 18.71168 18.48277
110 C 17.95451 19.25531 17.36896
111 C 17.46734 20.68228 17.59054
112 O 18.58181 19.16626 16.10974
113 H 19.80388 19.17894 18.22852
114 H 19.01288 17.61887 18.41140
115 H 18.43112 18.92874 19.50411
116 H 17.09360 18.57912 17.43102
117 H 16.79520 20.96702 16.68451
118 H 18.24142 21.44166 17.56995
119 H 16.90895 20.77951 18.54040
120 H 17.94620 19.32115 15.38571
121 C 13.32625 21.86670 15.59247
122 C 13.75360 21.06898 14.32796
123 C 12.63960 21.06478 13.26457
124 O 14.98930 21.58675 13.80356
125 H 13.35402 22.97949 15.44028
126 H 13.97982 21.53900 16.37066
127 H 12.26186 21.63533 15.80736
128 H 14.07081 20.08765 14.57195
129 H 12.40055 22.12339 13.00514
130 H 11.70573 20.71324 13.72532
131 H 12.89167 20.47746 12.38063
132 H 15.26735 22.51524 14.02586
133 C 13.20977 19.53138 21.90188
134 C 13.25551 19.36467 20.38959
135 C 14.39030 20.09280 19.73850
136 O 13.30402 17.96368 20.05829
137 H 12.27056 19.10102 22.25372
138 H 13.22251 20.60090 22.12176
139 H 14.08013 19.05819 22.42865
140 H 12.30949 19.66053 19.95260
141 H 14.42917 19.72545 18.72158
142 H 15.37358 19.81632 20.25150
143 H 14.25671 21.16520 19.84698
144 H 14.21372 17.60377 19.99087
145 C 19.13438 15.46203 15.26506
146 C 19.37807 14.19117 16.05689
147 C 20.43098 14.39324 17.15003
148 O 18.10821 13.74678 16.56334
149 H 18.59188 16.11035 15.93030
150 H 18.53202 15.17932 14.42157
151 H 20.04359 15.93722 14.98688
152 H 19.67109 13.40851 15.35922
153 H 20.70698 13.63225 17.82379
154 H 20.07394 15.24442 17.75446
155 H 21.37216 14.69842 16.59961
156 H 18.23805 12.94394 17.05336
157 C 14.85234 15.03893 20.93616
158 C 16.02342 16.00765 20.81251
159 C 17.35404 15.35922 20.63191
160 O 15.72363 16.89069 19.68333
161 H 15.03461 14.23401 21.67868
162 H 14.65946 14.49482 20.02898
163 H 13.94998 15.61059 21.28789
164 H 16.14192 16.64838 21.71511
165 H 18.08652 16.18771 20.61281
166 H 17.33270 14.81030 19.72583
167 H 17.70853 14.71027 21.41701
168 H 16.02396 16.56133 18.83077
169 C 14.11505 16.75167 16.56429
170 C 14.79930 15.43217 16.53351
171 C 15.01629 14.92706 15.10780
172 O 16.08392 15.59390 17.13893
173 H 14.67815 17.46612 15.90347
174 H 14.03379 17.20516 17.59997
175 H 13.11472 16.69090 16.12232
176 H 14.23144 14.72155 17.12584
177 H 14.06084 14.67108 14.62293
178 H 15.65113 13.99651 15.15154
179 H 15.59651 15.63781 14.53062
180 H 16.62704 14.81364 16.91464

Force components x, y, z for each atom (eV/Å):
1.512 0.640 0.981
-2.385 -0.473 -0.235
0.340 -1.728 -0.525
-1.103 1.815 -0.941
0.629 0.457 -0.359
1.551 -0.105 1.546
-0.617 -0.408 -0.429
1.323 0.668 0.203
0.317 0.308 -1.672
0.282 -0.419 1.064
1.361 0.651 -0.322
-0.236 0.152 -0.020
-0.671 0.075 -0.057
0.000 0.123 -0.624
0.972 1.453 0.301
-0.632 -0.470 -0.182
-0.153 0.109 0.344
0.887 -0.452 -0.340
-0.052 -0.376 0.533
-0.668 -0.422 0.064
0.161 -0.092 0.199
-0.779 0.339 -0.031
-1.037 -0.843 -0.911
0.030 0.454 -0.714
-0.861 -0.485 0.171
-0.114 0.431 0.829
-0.857 0.177 0.268
0.908 -0.905 0.330
0.070 -0.124 0.937
-0.162 -0.567 -0.287
0.802 0.827 0.245
0.051 0.150 -0.896
-0.218 -0.215 0.017
-0.437 1.473 1.507
1.043 -0.559 -0.308
-0.349 0.032 0.320
0.597 -0.023 -0.451
-1.227 -0.091 1.364
-0.356 0.039 0.257
-0.589 -0.952 1.282
-0.279 0.249 -1.281
0.394 0.239 -0.103
-0.738 -0.451 0.188
-0.382 -0.270 -0.182
0.293 -0.689 -0.235
0.266 0.344 0.404
-0.294 0.722 -0.177
-0.390 -1.118 0.232
0.347 0.230 0.298
0.297 -0.157 -0.124
0.126 -0.170 -0.500
-0.941 0.594 -0.047
0.077 -0.876 -0.297
0.653 0.458 -0.050
0.121 -0.128 -0.373
0.448 -0.459 -0.429
0.941 -0.096 -0.008
-0.611 0.932 -0.711
0.370 -0.129 -0.201
-0.031 0.219 0.323
-0.630 0.396 -0.342
1.548 -0.265 -0.111
1.912 -1.855 -1.379
-2.672 -1.190 -0.846
-0.122 -0.365 1.052
-0.157 -0.162 -0.155
0.621 -0.012 0.183
0.008 -0.303 -0.110
-0.443 0.162 0.997
0.113 0.598 0.222
-1.232 1.458 -0.027
0.919 1.197 0.539
-0.974 0.865 -0.643
1.368 -0.687 -2.217
0.221 -0.282 -0.394
-1.475 0.409 2.009
0.372 -0.328 0.419
-0.205 0.421 0.120
0.296 -0.160 0.250
-0.319 -0.564 0.624
-0.484 0.373 0.041
0.001 -0.032 0.469
0.033 0.353 -0.293
1.061 -0.153 -0.501
-0.175 0.076 -0.827
0.576 -0.300 0.756
0.935 -1.783 0.784
0.009 -0.843 -1.023
0.036 -0.130 0.059
0.121 0.259 0.177
0.321 0.073 -0.061
-0.551 0.360 0.209
0.217 0.439 -0.227
-0.866 0.647 0.023
-0.153 0.346 -0.347
-0.222 0.339 0.564
0.849 0.720 -1.554
0.175 -0.814 0.531
0.030 -0.259 -1.799
-1.282 0.180 0.736
-0.306 -0.268 1.021
0.422 0.030 0.043
-0.207 0.302 0.447
0.590 0.131 0.445
-0.361 -0.163 0.610
-0.053 0.050 0.150
0.246 0.516 0.469
0.086 -0.370 -1.029
0.900 0.218 -0.386
-1.214 -0.398 0.364
-1.442 0.419 -1.031
0.650 -0.462 0.126
0.095 -0.038 0.991
-0.359 0.508 -0.133
0.535 0.077 -0.968
-0.483 0.196 -0.528
0.762 -0.515 1.618
0.513 -0.130 0.136
0.088 -0.003 -0.533
-0.075 0.055 0.324
-0.820 -0.055 -1.374
-0.661 2.062 -0.130
-0.029 0.998 0.642
0.790 1.692 -0.503
0.270 -0.996 0.002
0.233 0.195 0.913
0.710 -0.036 0.200
-0.231 -1.210 0.542
0.385 -0.664 -0.170
0.315 -0.354 -0.206
-0.078 0.095 0.059
-1.170 -1.306 -0.058
0.229 -0.004 0.039
0.356 -1.395 0.466
1.312 -0.538 0.955
-0.293 0.091 0.041
0.175 -0.015 0.280
-0.072 0.003 0.225
-0.731 0.293 -0.625
-0.282 0.488 0.007
0.259 0.456 -0.465
-1.191 0.288 -0.677
0.061 0.164 -0.375
0.108 0.315 -0.090
-0.552 -1.050 1.107
0.475 -0.872 -0.021
0.272 2.296 -1.537
-0.276 0.732 -0.028
-0.382 0.658 0.021
-0.297 0.282 -0.551
0.732 0.315 -0.406
0.483 -0.151 -0.097
-0.104 -1.448 0.512
0.364 -0.127 -0.116
-0.895 -0.161 0.778
0.113 -0.571 0.323
-0.371 0.303 1.720
-0.619 0.158 -0.084
0.966 1.156 0.137
0.279 0.437 1.640
0.108 0.577 -0.048
-0.191 0.177 -0.728
0.701 -0.682 -0.629
-0.656 -0.133 -0.596
-0.053 -0.491 -0.482
0.374 -0.546 -1.105
-0.424 -0.296 0.512
0.192 -0.756 -0.413
-0.134 1.921 0.016
0.520 -0.312 -0.304
0.132 -1.370 0.422
0.276 -0.033 0.242
-0.295 -0.410 0.645
0.112 -0.632 -1.137
0.029 -0.119 0.280
-0.243 -0.348 -0.004
0.330 0.134 0.054
-0.713 0.660 -0.073
-0.136 0.321 -0.151
0.076 0.366 0.176